1.
C18H19FNO10Sr | ωB97M-V/def2-TZVPD

Geometry as XYZ:
```
50
Properties=species:S:1:pos:R:3:forces:R:3:mulliken_charge:R:1
Sr 12.308490 -30.639160 10.637490 -3.2 0.4 1.3 1.708
F 10.608020 -28.729190 11.230110 1.3 -0.2 -0.5 -0.914
O 13.974450 -34.558140 5.481620 -2.7 0.4 0.5 -0.770
O 10.989950 -32.008770 9.144410 0.1 0.6 1.1 -0.769
O 7.580710 -31.838650 13.148570 3.2 -1.4 0.9 -0.808
O 11.227630 -33.443830 16.745590 -0.3 0.6 -1.6 -0.748
O 10.506000 -31.882410 12.370210 -1.7 0.4 1.9 -0.460
O 13.605170 -32.432030 9.581110 0.6 0.2 0.2 -0.719
O 13.932660 -30.525710 12.581390 0.4 1.6 -0.3 -0.059
O 12.356440 -29.349570 8.340850 0.8 -0.4 -1.0 0.116
O 8.527510 -34.235030 16.840390 1.4 0.2 1.7 -0.775
O 10.996050 -33.991550 4.982560 3.0 0.0 3.3 -0.800
N 14.330250 -28.878740 10.297550 -0.7 -0.5 -0.3 0.212
C 14.518050 -31.699730 12.995750 1.6 -2.4 0.1 -0.970
C 11.583460 -32.728190 8.347420 -0.4 -0.7 -2.7 0.576
C 8.976270 -33.447530 15.980120 -2.7 -1.8 -1.8 0.707
C 8.028700 -33.106090 14.961180 3.3 -0.3 2.0 -0.738
C 14.809390 -29.415220 12.700510 0.7 2.1 -0.9 -0.789
C 10.006520 -32.154250 13.578410 -1.3 -0.4 -5.7 -0.059
C 8.531050 -32.418920 13.896230 -5.1 4.3 -4.1 0.313
C 10.485110 -33.128530 15.779040 0.7 0.1 0.5 0.026
C 13.618140 -28.814780 7.960400 -1.4 1.0 -0.1 -0.731
C 14.034120 -27.986790 9.170750 1.9 -1.0 -0.7 -0.821
C 13.152870 -32.925670 8.516850 0.7 -1.2 -1.3 0.525
C 10.895440 -33.204660 7.174050 2.1 -0.1 0.9 -0.694
C 13.198870 -34.041710 6.369200 2.4 -1.2 -2.9 0.373
C 11.296640 -29.228930 7.382440 0.4 -1.1 0.8 -1.015
C 10.864470 -32.576140 14.457100 2.6 -1.6 5.5 0.122
C 13.926030 -33.599970 7.488320 -3.4 1.8 2.9 -0.949
C 11.622990 -33.798860 6.146630 -1.7 -0.1 -3.5 0.411
C 14.546550 -28.300770 11.567350 -1.7 0.0 2.6 -0.940
H 6.993490 -33.368360 15.122340 0.0 0.2 -0.3 0.387
H 15.884320 -29.595820 12.700740 0.1 -1.2 -0.3 0.477
H 13.536330 -28.141570 7.107050 -0.7 0.7 0.0 0.453
H 14.978070 -33.825870 7.581010 0.0 0.1 0.0 0.378
H 14.299860 -29.509120 7.469220 0.3 -0.9 1.1 0.344
H 13.675570 -27.833200 12.026560 -1.0 -0.1 -0.9 0.361
H 14.983670 -27.528980 8.893520 0.2 0.8 -0.1 0.438
H 14.667780 -28.899390 13.650230 -0.4 -0.1 0.2 0.379
H 10.548600 -29.912230 7.784460 -0.6 0.7 0.2 0.228
H 13.899080 -32.595920 13.038470 -1.2 0.8 0.4 0.253
H 11.865570 -32.468120 14.066550 0.6 -0.3 0.8 0.112
H 11.064320 -28.166360 7.311100 -0.5 -0.2 -0.2 0.330
H 11.515380 -29.728190 6.438520 0.6 0.4 -0.3 0.402
H 15.164120 -29.422940 10.128430 0.0 -0.2 -0.8 0.027
H 15.216800 -32.109440 12.266380 0.7 0.6 -0.5 0.314
H 15.069750 -31.605960 13.931120 -0.2 0.2 0.3 0.357
H 13.292960 -27.207370 9.347610 -0.1 -0.4 0.5 0.333
H 15.151710 -27.396090 11.508750 1.4 -0.3 0.5 0.460
H 9.882360 -32.921210 6.929660 -0.1 0.0 0.4 0.408
```
Forces are in eV/Å.

Results
E_HOMO = 0.062 Ha
spin multiplicity = 1
total charge = -3
ΔE to the lowest compared entry with this formula, charge and spin = 324.56 kJ/mol
Kohn-Sham gap = 3.5 eV
calculated total energy = -1634.91259 Eh
M = 515.97 Da
lowest unoccupied orbital energy = 5.23 eV

2.
C18H19N2O4Pd | ωB97M-V/def2-TZVPD

Geometry as XYZ:
```
44
Properties=species:S:1:pos:R:3:forces:R:3:mulliken_charge:R:1
Pd -0.008645 -0.665382 -0.563277 0.1 0.5 0.5 0.635
O -1.366945 -1.218282 -2.024877 1.2 0.6 0.6 -0.953
O 3.959655 -1.141782 -3.312077 -0.5 0.5 0.0 -0.482
O 2.055855 -0.861682 -1.224777 -1.0 -0.2 -0.4 -1.011
O -0.973045 -0.645582 1.577523 -0.1 -0.2 -0.5 -0.766
N 0.871555 0.921018 0.536423 -0.8 -0.5 -1.9 0.020
N 0.201155 1.328218 1.629723 0.1 0.9 1.0 -1.107
C -3.482945 -2.052082 -2.747677 0.6 0.0 0.2 -1.384
C 4.350755 -2.071482 -2.329677 0.1 -0.3 0.3 -0.624
C 2.523455 0.192418 -1.807377 0.1 0.5 -0.1 1.136
C 3.930355 1.186618 -3.551677 -0.1 -0.1 0.1 -0.486
C 2.546655 2.612118 -2.235577 -0.2 0.0 0.2 -0.931
C -1.643445 2.171618 3.636623 0.1 -0.1 -0.1 -0.384
C 2.112455 1.527318 -1.461977 0.3 -0.6 -0.9 0.280
C 1.205355 1.790418 -0.376877 0.1 -0.2 1.3 0.324
C -1.310445 0.843518 3.392223 -0.2 0.1 0.2 0.478
C 3.434655 2.455818 -3.271777 0.1 0.1 -0.1 -0.615
C -2.310345 0.234618 5.496923 -0.1 0.0 0.1 -0.482
C -2.322445 2.523418 4.786423 -0.1 0.1 0.1 -0.577
C -1.651445 -0.122482 4.334523 0.1 0.0 -0.2 -0.355
C 3.483555 0.078918 -2.860377 0.3 -0.1 0.0 0.321
C -0.649845 0.455218 2.119823 0.3 -0.2 -0.9 0.568
C -2.614145 -2.493382 -0.407677 0.4 0.1 -0.4 -1.440
C -2.225245 -2.274582 -1.883377 -0.4 -0.8 0.4 0.924
C -2.663845 1.557018 5.719023 0.0 0.0 0.1 -0.356
H -1.736945 -3.211082 -2.241077 -0.2 0.1 0.1 0.162
H 4.657055 1.036118 -4.337877 0.0 -0.1 -0.1 0.404
H -3.183545 -1.878982 -3.778377 0.0 0.0 -0.1 0.333
H -2.553445 -0.520582 6.233423 0.0 0.0 0.0 0.362
H -1.371845 2.920018 2.910423 0.1 0.1 -0.1 0.419
H -4.012845 -1.170182 -2.395177 -0.1 0.1 0.1 0.334
H 2.158955 3.595318 -2.005277 0.0 0.1 0.1 0.318
H -3.217145 -1.651682 -0.064977 0.0 0.0 0.1 0.283
H -4.143845 -2.916682 -2.709677 -0.1 -0.1 0.0 0.379
H -3.204345 1.834118 6.614123 0.0 0.0 0.1 0.363
H 4.655855 -2.965582 -2.874177 0.1 0.0 0.1 0.255
H 5.198455 -1.682082 -1.753177 0.0 -0.1 0.0 0.263
H 3.739155 3.304218 -3.867677 0.1 0.1 0.0 0.367
H 3.531855 -2.309582 -1.647377 0.1 0.0 -0.1 0.166
H -2.594645 3.557418 4.949123 0.0 0.1 0.0 0.356
H -3.168545 -3.422182 -0.274177 -0.1 -0.1 0.1 0.433
H -1.385445 -1.150482 4.139723 0.0 -0.1 0.0 0.387
H -1.690045 -2.524582 0.190023 -0.4 -0.1 0.0 0.318
H 0.868655 2.824918 -0.257977 0.2 -0.1 0.2 0.368
```
Forces are in eV/Å.

Results
E_HOMO (alpha / beta) = -0.160 / -0.162 Ha
spin multiplicity = 1
total charge = -1
Kohn-Sham gap (alpha / beta) = 6.4 / 6.5 eV
calculated total energy = -1235.63467 Eh
M = 433.78 Da
lowest unoccupied orbital energy (alpha / beta) = 2.07 / 2.07 eV

3.
C18H19N3O3S | ωB97M-V/def2-TZVPD

Geometry as XYZ:
```
44
Properties=species:S:1:pos:R:3:forces:R:3:mulliken_charge:R:1
S -1.773542 -3.307240 -0.923455 -0.3 -0.1 -0.2 -0.143
O 3.640636 0.196375 3.809321 -0.1 -0.3 0.0 -0.462
O -2.684420 -0.845012 -3.499882 -0.3 0.0 -0.4 -0.676
O -0.333293 2.212353 -1.178356 0.2 -0.1 0.0 -0.464
N -0.962847 -0.341064 -2.112671 0.4 0.4 0.1 0.360
N -0.383037 -6.260085 0.643774 -0.1 -0.4 -0.1 -0.506
N -0.266035 -1.503497 0.313311 -0.3 -0.4 -0.1 -0.306
C -0.263605 0.569605 -2.981425 0.0 0.4 0.0 -1.049
C -2.690038 -1.772211 -1.283421 0.2 -0.3 0.0 -0.724
C 1.002283 0.278297 1.242638 0.1 0.0 0.2 -0.426
C -0.529175 -2.775560 0.188925 -0.1 0.4 -0.1 0.417
C -0.522636 2.035995 -2.581295 0.1 -0.3 -0.6 0.107
C 2.678542 -0.172235 2.926963 -0.1 -0.5 0.0 0.604
C -2.114998 -0.944699 -2.432389 0.0 -0.2 0.5 0.704
C -1.566923 2.560557 -0.577840 -0.4 0.1 0.2 -0.246
C -1.955938 2.492805 -2.902018 0.1 0.0 0.2 -0.532
C 2.407867 -1.524893 2.848600 0.2 0.4 0.1 -0.721
C -2.358222 3.286729 -1.660940 0.2 -0.1 0.1 -0.646
C 0.168200 -3.779131 0.932097 0.5 0.9 0.4 0.278
C 0.699101 -1.091588 1.164404 0.5 -0.2 0.5 -1.025
C 1.430204 -2.007844 1.971000 -0.2 0.4 -0.3 1.385
C -0.144496 -5.145232 0.761847 -0.1 -0.5 0.0 -0.389
C 3.970072 1.560110 3.935903 0.1 0.3 0.0 -0.851
C 1.969562 0.725593 2.103017 0.0 0.1 0.0 -0.626
C 1.134256 -3.380493 1.824144 -0.3 0.0 -0.3 -0.629
H 3.112043 2.152634 4.268309 0.0 0.0 0.0 0.341
H 0.219711 2.667367 -3.087715 -0.1 -0.1 0.0 0.376
H 0.479188 0.969755 0.600053 -0.1 0.1 -0.1 0.532
H -2.716262 -1.193428 -0.360580 -0.1 0.0 0.0 0.261
H -3.429003 3.275064 -1.474224 -0.1 0.0 0.0 0.352
H -2.101519 1.655314 -0.252619 0.0 0.1 0.0 0.048
H -1.993285 3.085610 -3.812602 0.0 0.0 -0.1 0.407
H -2.602318 1.624975 -3.027491 0.0 0.0 -0.1 0.104
H -3.690650 -2.106677 -1.555716 0.1 0.1 0.0 0.458
H -0.588542 -0.494485 -1.173956 -0.3 0.0 -0.3 0.049
H -0.610117 0.410032 -4.005062 0.1 0.0 0.0 0.438
H 0.807085 0.358812 -2.917292 0.0 0.0 -0.1 0.428
H 4.357809 1.969850 2.998119 0.0 0.0 0.0 0.341
H 2.186333 1.781365 2.137770 0.0 0.1 0.0 0.480
H -2.018664 4.320174 -1.740051 0.0 0.0 0.0 0.294
H 1.670471 -4.112918 2.410795 0.0 -0.1 0.0 0.519
H 2.964444 -2.209784 3.469063 0.1 -0.1 0.1 0.484
H -1.348050 3.177160 0.296382 -0.1 -0.1 0.0 0.414
H 4.749807 1.601543 4.694562 -0.1 0.1 -0.1 0.242
```
Forces are in eV/Å.

Results
E_HOMO = -0.309 Ha
spin multiplicity = 1
ΔE to the lowest compared entry with this formula, charge and spin = 224.35 kJ/mol
Kohn-Sham gap = 7.8 eV
calculated total energy = -1485.50184 Eh
M = 357.43 Da
SMILES = COc1ccc2nc(SCC(=O)NC[C@H]3CCCO3)c(C#N)cc2c1
lowest unoccupied orbital energy = -0.66 eV

4.
C18H19N3O3S3 | ωB97M-V/def2-TZVPD

Geometry as XYZ:
```
46
Properties=species:S:1:pos:R:3:forces:R:3:mulliken_charge:R:1
S 0.060449 0.338157 3.850604 0.2 0.0 -0.5 -0.341
S -2.398366 -0.373923 -4.234614 0.2 -0.1 -0.2 1.236
S -4.279640 -1.274822 -2.029324 -0.1 -0.5 -0.1 -0.110
O -3.299953 0.735206 -4.291230 0.0 0.0 0.4 -0.703
O -1.871731 -1.778531 -0.080521 0.0 0.0 0.1 -0.621
O -1.931401 -0.969770 -5.450482 0.1 -0.2 0.2 -0.722
N -0.780463 -0.642444 1.488054 -0.7 -0.2 0.5 0.009
N 1.248365 0.577010 1.545744 -0.3 -0.3 -0.8 -0.188
N -1.066149 0.129066 -3.384737 -0.9 -0.2 -0.7 0.099
C -0.916764 -1.085832 0.186650 0.2 -0.1 -0.3 -0.259
C 4.234173 3.158889 5.586666 0.1 0.0 0.0 -1.428
C -2.945730 -2.996627 -3.381757 0.1 0.2 -0.2 -0.313
C 0.130819 -0.637470 -0.808029 0.1 -0.2 -0.2 0.515
C 2.041167 1.227339 2.449644 0.1 0.2 1.0 -0.447
C 2.257222 1.832005 4.801436 0.1 0.0 0.0 -0.589
C -1.362033 0.864592 -2.168567 -0.3 0.7 0.4 -0.288
C 0.061349 -0.771906 -3.342304 0.5 -0.5 0.0 -1.055
C 1.564999 1.214015 3.776911 0.0 -0.1 -0.4 0.689
C -4.455842 -2.938080 -1.646516 0.1 0.5 -0.1 -0.474
C -0.180769 0.817052 -1.210235 -0.2 -0.1 -0.1 -1.383
C 3.236364 1.878987 2.166235 -0.1 -0.1 0.0 -0.600
C -3.162264 -1.656339 -3.274080 0.0 0.6 -0.2 0.101
C 3.920492 2.491829 3.192727 0.0 0.0 0.0 -0.677
C 3.448131 2.477934 4.509231 -0.1 -0.1 0.0 0.884
C 0.210891 0.071090 2.093852 0.4 0.4 0.9 0.404
C 0.124831 -1.564176 -2.037982 -0.1 0.0 -0.1 -0.669
C -3.693773 -3.735399 -2.442278 0.0 0.0 0.1 -0.576
H 0.696533 1.253156 -1.686312 0.1 0.1 0.1 0.294
H 1.873470 1.808660 5.809737 0.0 0.0 0.2 0.308
H 1.100421 -0.645579 -0.305965 -0.2 0.0 -0.1 0.854
H -3.663920 -4.807028 -2.365065 0.0 -0.2 0.0 0.418
H -0.049895 -1.436359 -4.199740 0.3 0.0 0.1 0.484
H -2.285370 -3.418514 -4.116937 0.1 -0.1 -0.2 0.524
H -5.108354 -3.231842 -0.849074 -0.2 -0.1 0.2 0.475
H 5.223765 2.711678 5.671486 0.1 0.0 0.1 0.329
H 4.366372 4.213465 5.349042 0.0 0.1 0.1 0.336
H 0.980336 -0.192063 -3.480951 -0.1 -0.1 -0.1 0.350
H 4.849526 3.000276 2.981213 0.1 0.1 0.0 0.395
H -1.527649 -0.955421 2.099401 0.1 0.0 -0.3 0.325
H 1.015007 -2.193467 -2.043722 0.0 0.0 0.0 0.344
H -0.404814 1.410386 -0.324161 0.0 0.1 -0.1 0.537
H -1.597487 1.895040 -2.450048 0.0 -0.1 0.2 0.314
H -0.749469 -2.215911 -1.976734 0.1 0.0 0.0 0.202
H 3.732825 3.078297 6.547254 0.0 0.0 0.1 0.342
H -2.249630 0.444166 -1.677588 0.1 0.1 0.1 0.214
H 3.603959 1.893209 1.153067 0.1 0.0 -0.1 0.457
```
Forces are in eV/Å.

Results
E_HOMO = -0.317 Ha
spin multiplicity = 1
ΔE to the lowest compared entry with this formula, charge and spin = 0.00 kJ/mol
Kohn-Sham gap = 9.0 eV
calculated total energy = -2281.89232 Eh
M = 421.57 Da
SMILES = Cc1ccc2nc(NC(=O)C3CCN(S(=O)(=O)c4cccs4)CC3)sc2c1
lowest unoccupied orbital energy = 0.33 eV